Below is 2 unconnected molecules or ions with the total composition CH7O2, with properties calculated with ωB97M-V/def2-TZVPD.

For the calculated total energy, the calculation gives -191.79609 Eh. The total charge is +2. Its multiplicity is 2. The calculation puts the energy above the lowest of the compared OMol25 structures with the same formula, charge and spin at 1.257 eV. Its HOMO-LUMO gap (alpha / beta) is 15.32 / 4.87 eV.

Each line ends with the Mulliken spin population.
Cartesian coordinates (Å):
O: -1.47237 0.06078 -1.25896  0.6085
H: -1.10881 0.86389 -1.74393  -0.0150
H: -1.61323 -0.45506 -2.11188  -0.0164
H: 0.01546 1.19842 1.41636  -0.0105
C: 1.07765 -0.48474 0.70251  0.0923
O: -0.12298 0.38211 0.86347  0.2627
H: 1.14702 -1.05461 1.64264  0.0576
H: 1.90366 0.23016 0.59417  0.0380
H: 0.94115 -1.16335 -0.13447  0.0027
H: -0.76754 0.42240 0.03010  -0.0200